(1)
27
Properties=species:S:1:pos:R:3 method="wB97M-V/def2-TZVPD" spin_multiplicity=2 homo_energy_ha="-0.479 / -0.563" charge=+1 mol_weight_g_mol=266.10 s2=0.757 energy_ev=-49147.7280
O -0.5618 -1.5801 0.8246
V 0.5282 -0.5457 0.7897
F 2.0668 -1.2604 1.4844
C -2.2893 2.3704 0.5740
O -1.7139 1.9728 1.9052
C -0.6488 1.3097 2.2104
O 0.3522 1.0613 1.4922
O -0.6235 0.7557 3.3617
C 0.2430 -0.3974 3.7383
H -3.0893 1.6504 0.4713
H -1.5834 2.1609 -0.1767
H -2.4677 3.4776 0.6309
H 1.1511 -0.2946 3.1345
H -0.3182 -1.2761 3.5314
H 0.4606 -0.2157 4.7765
C 2.5812 -2.1059 -1.9853
O 1.6985 -1.3688 -2.7552
C 0.7426 -0.5455 -2.4037
O 0.5986 -0.1298 -1.1823
O -0.0359 -0.3675 -3.3938
C -1.2552 0.4233 -2.9859
H 3.4044 -2.4016 -2.5985
H 2.1079 -2.9883 -1.6194
H 3.0631 -1.5866 -1.2060
H -0.9050 1.3498 -2.6002
H -1.6695 -0.2328 -2.2065
H -1.8370 0.7647 -3.8118


(2)
112
Properties=species:S:1:pos:R:3 method="wB97M-V/def2-TZVPD" homo_energy_ha=-0.175 charge=-3 mol_weight_g_mol=1447.30 e_above_lowest_ev=20.589 energy_ev=-148560.7515
Y -1.1779 -0.6292 0.3651
O -1.7388 7.0894 7.5159
C -2.0745 6.6118 6.4351
O -2.6466 5.3895 6.2580
B -2.8599 5.2668 4.7896
O -2.2973 6.4259 4.1500
C -1.8978 7.2704 5.0703
O -1.3808 8.3411 4.9183
O -4.3088 5.1615 4.5075
C -4.5159 3.9970 3.8345
O -5.5799 3.5640 3.4553
C -3.1781 3.2917 3.6347
O -2.2731 4.0247 4.2514
O -2.9324 2.2848 3.0376
O -2.1095 3.8883 -1.1152
C -2.6636 5.0035 -1.3953
O -3.5391 5.5866 -0.6303
B -4.0930 6.7183 -1.3318
O -3.2367 6.9251 -2.4998
C -2.4254 5.8986 -2.6518
O -1.6410 5.6297 -3.5677
O -5.5365 6.4134 -1.6431
C -6.3173 7.3223 -1.0642
O -7.5388 7.4718 -1.1600
C -5.3783 8.3061 -0.3046
O -4.1574 7.9007 -0.4810
O -5.7901 9.1685 0.4883
O 10.0709 -2.6113 -1.9605
C 8.8315 -2.8012 -1.8103
O 8.0233 -2.2475 -0.9886
B 6.7556 -3.0369 -0.8948
O 6.8740 -4.0526 -1.9553
C 8.0998 -3.9883 -2.4437
O 8.5302 -4.7387 -3.3187
O 5.5499 -2.1616 -1.0044
C 4.6874 -2.5245 -0.0741
O 3.5001 -2.0699 -0.0031
C 5.3705 -3.5808 0.8341
O 6.6014 -3.7270 0.4241
O 4.9183 -4.0468 1.8638
O 5.1028 -7.3408 -4.8095
C 4.1175 -7.4002 -4.0667
O 3.0601 -6.6562 -4.1778
B 2.1453 -6.8719 -3.0664
O 2.8357 -7.7802 -2.1825
C 4.0430 -8.0738 -2.6935
O 4.9467 -8.6816 -2.1605
O 0.8287 -7.4056 -3.4551
C -0.0997 -6.6732 -2.9193
O -1.3054 -6.9509 -2.8946
C 0.5461 -5.4309 -2.3026
O 1.8145 -5.5867 -2.4454
O 0.0274 -4.5116 -1.6564
O 3.7014 8.4236 4.3944
C 3.9124 7.3257 3.9650
O 3.1591 6.2509 4.1010
B 3.7562 5.2005 3.3020
O 4.8734 5.7587 2.5616
C 5.0262 7.0188 2.9517
O 5.8461 7.8615 2.5095
O 4.2383 4.0547 4.1141
C 3.6860 2.9121 3.7479
O 3.9464 1.8053 4.2163
C 2.6021 3.3054 2.6747
O 2.7063 4.5833 2.4601
O 1.7729 2.4626 2.1529
O 6.0553 -3.0451 -6.8788
C 5.4143 -2.0315 -6.5381
O 4.1072 -1.8970 -6.4393
B 3.7547 -0.5813 -5.8087
O 5.0921 0.0712 -5.6369
C 6.0270 -0.7890 -5.9698
O 7.2579 -0.6429 -5.8634
O 3.1466 -0.7873 -4.4838
C 1.9427 -0.3445 -4.4740
O 1.1876 -0.3922 -3.5131
C 1.6500 0.2305 -5.8960
O 2.7555 0.1702 -6.5737
O 0.5586 0.7473 -6.2099
N -0.3037 -2.4862 3.7320
C -0.2698 -3.9174 3.9085
C -0.1440 -4.5753 5.0838
C -0.0793 -3.9059 6.3063
C -0.0147 -2.5211 6.2010
C -0.0630 -1.8928 4.9526
H -0.4219 -4.3857 2.9472
H -0.1819 -5.6529 5.0229
H -0.0449 -4.3694 7.2812
H 0.1358 -1.8691 7.0487
H -0.0136 -0.8144 4.9865
N -4.4368 -3.2132 1.2564
C -4.9152 -4.1619 0.3602
C -5.9294 -5.0588 0.6229
C -6.3554 -5.1841 1.9464
C -5.8800 -4.2784 2.8875
C -4.9605 -3.3036 2.4964
H -4.5397 -4.1700 -0.6524
H -6.3024 -5.7285 -0.1379
H -7.1672 -5.8335 2.2390
H -6.1905 -4.3983 3.9149
H -4.7336 -2.5217 3.2061
N -4.1641 -0.0719 -2.3740
C -5.2056 0.8262 -2.2019
C -6.0558 1.2478 -3.1993
C -5.9882 0.5828 -4.4068
C -5.0546 -0.4026 -4.6821
C -4.2090 -0.6889 -3.6057
H -5.3532 1.2513 -1.2201
H -6.7812 2.0310 -3.0357
H -6.7479 0.8657 -5.1204
H -4.9222 -0.9787 -5.5860
H -3.4702 -1.4635 -3.7490


(3)
53
Properties=species:S:1:pos:R:3 method="wB97M-V/def2-TZVPD" spin_multiplicity=2 homo_energy_ha="-0.065 / -0.366" mol_weight_g_mol=299.34 s2=0.750 e_above_lowest_ev=0.053 energy_ev=-31254.1541
N -1.8324 0.6631 0.3703
C -0.3908 0.1849 0.3075
C -0.0685 -0.4189 -1.0906
C -0.7670 -1.7137 -1.4706
O -0.4973 0.5828 -2.0405
C -0.1466 -0.7947 1.4645
N 1.2483 -0.6453 1.9702
C 1.4267 -1.4826 3.1758
H -2.4751 -0.0832 0.3002
H -1.9789 1.3610 -0.3718
H -1.9421 1.1490 1.3029
H 0.2167 1.1098 0.4335
H 1.0293 -0.4960 -1.2110
H -1.7226 -1.8481 -1.0210
H -0.1477 -2.5886 -1.2521
H -0.9336 -1.7390 -2.5805
H 0.2406 0.7462 -2.7395
H -0.4386 -1.8176 1.1151
H -0.8048 -0.5429 2.3076
H 1.9114 -0.8985 1.1997
H 2.4888 -1.4142 3.5756
H 0.8047 -1.1233 3.9578
H 1.2232 -2.5823 2.9798
H 2.1742 2.2796 1.1244
H 3.2167 3.1333 0.3645
O 2.6021 2.4197 0.2532
H 1.4426 -2.8869 -0.0517
H 2.9759 -3.0091 -0.1906
O 2.2473 -2.3914 -0.1430
H -0.3821 1.9814 2.6476
H -1.7325 2.6705 3.0992
O -1.3576 1.8876 2.6518
H -3.7696 -1.0695 -1.0005
H -4.7158 -1.5251 0.1069
O -3.8006 -1.4700 -0.1470
H -3.5929 0.4547 -3.0604
H -2.2286 0.2639 -2.3874
O -3.1861 0.1546 -2.2412
H 1.7671 0.6587 -4.2788
H 2.2804 0.9126 -2.8461
O 1.5723 1.1267 -3.4822
H 1.8002 2.2809 3.3896
H 1.4141 0.9436 2.5278
O 1.3336 1.9917 2.5967
H 3.3847 -0.4170 -0.8939
H 3.2905 1.1320 -0.6461
O 3.6151 0.4468 -1.2792
H -1.7213 -3.4822 0.4308
H -0.9864 -4.8677 0.6761
O -0.8478 -3.9199 0.5253
H -0.7664 2.4651 -1.6453
H -0.8037 3.7638 -0.8935
O -1.3355 2.9829 -1.1039


(4)
74
Properties=species:S:1:pos:R:3 method="wB97M-V/def2-TZVPD" homo_energy_ha=-0.259 charge=-1 mol_weight_g_mol=514.52 energy_ev=-52012.0450
N -0.3069 0.4536 -0.3221
O -1.1227 0.8353 0.5439
O -0.4529 0.8129 -1.5220
O 0.6362 -0.3002 -0.0186
C 2.2802 -3.2193 0.8718
O 1.5455 -3.0096 -0.3193
H 1.6316 -3.0321 1.7358
H 2.7032 -4.2136 1.0007
H 3.1120 -2.5126 0.9527
H 1.3008 -2.0751 -0.3214
C -0.2167 -0.2894 4.2938
O 0.0848 0.9012 4.4599
N -0.0251 -1.1975 5.2957
N -0.7127 -0.7769 3.1422
H 0.4003 -0.8880 6.1476
H -0.2875 -2.1599 5.2013
H -0.7192 -0.1248 2.3771
H -0.9731 -1.7433 3.1591
C 2.2501 2.7725 1.5252
O 2.8249 2.7976 0.4284
N 2.2288 3.8218 2.3812
N 1.7431 1.6285 2.0520
H 1.6184 3.8500 3.1771
H 2.5333 4.7119 2.0261
H 1.7224 0.8532 1.4074
H 1.1879 1.6858 2.8920
C -4.0711 0.8027 -2.5959
O -5.2341 0.6498 -2.9761
N -3.0628 -0.0752 -2.8238
N -3.6305 1.9593 -2.0265
H -3.2953 -0.9542 -3.2535
H -2.1053 0.0426 -2.5426
H -4.2916 2.6582 -1.7463
H -2.7046 1.8984 -1.6356
C 0.3811 -0.9740 -4.4824
O 0.3687 -1.6048 -5.5383
N 0.0506 0.3429 -4.3310
N 0.7187 -1.5401 -3.2930
H -0.2291 0.8596 -5.1473
H -0.0347 0.8462 -3.4656
H 0.6017 -1.0021 -2.4519
H 0.9617 -2.5150 -3.3216
C -1.6352 4.2289 1.6299
O -1.8321 5.4116 1.9629
N -1.6071 3.7942 0.3512
N -1.4694 3.2856 2.5780
H -1.7008 4.4949 -0.3594
H -1.4010 2.8303 0.1473
H -1.5324 2.3322 2.2574
H -1.5453 3.4922 3.5531
C -2.2378 -3.3285 0.6732
C -3.0581 -2.1700 0.1083
C -4.4212 -2.6166 -0.4025
O -3.1893 -1.1310 1.0664
H -2.7619 -3.7426 1.5466
H -1.2924 -2.9729 1.0845
H -2.1559 -4.2122 0.0409
H -2.4971 -1.7375 -0.7278
H -4.2956 -3.5063 -1.0203
H -4.8987 -1.7690 -0.8919
H -5.0656 -2.9431 0.4180
H -2.4828 -0.4933 0.9051
C 3.6234 0.6160 -2.2612
C 4.1222 -0.0317 -0.9897
C 5.0945 -1.1936 -1.1410
O 4.8371 0.9770 -0.2396
H 3.0524 -0.0807 -2.8790
H 4.5514 0.9408 -2.7376
H 2.9577 1.4436 -2.0212
H 3.2819 -0.2048 -0.3042
H 5.3381 -1.5152 -0.1276
H 6.0302 -0.8296 -1.5635
H 4.5794 -1.9695 -1.7063
H 4.2014 1.6246 0.1136


(5)
150
Properties=species:S:1:pos:R:3 method="wB97M-V/def2-TZVPD" spin_multiplicity=5 homo_energy_ha="-0.006 / -0.133" charge=-1 mol_weight_g_mol=1187.86 s2=6.009 energy_ev=-189719.3548
Co -0.4774 1.0956 0.6043
S 0.9833 -0.6460 -0.5219
O 0.9360 -1.9229 0.1950
O -0.4158 -0.2766 -0.7809
O 1.3350 0.4769 0.2994
O 1.8251 -0.6946 -1.7170
C 4.7229 3.7497 -1.5152
C 3.5306 4.6244 -1.3228
O 2.4194 3.8830 -0.7440
P 0.9686 3.6733 -1.4072
O 0.0071 2.7462 -0.6571
O 0.3828 5.1695 -1.6891
C -0.9750 5.4314 -1.7837
C -1.0250 6.9761 -1.7689
O 1.2650 3.1185 -2.9178
C 1.8869 1.8252 -3.2008
C 2.8645 2.0803 -4.3183
H 4.5031 2.8272 -2.0527
H 5.4438 4.3338 -2.0873
H 5.1881 3.5209 -0.5564
H 3.8578 5.4300 -0.6654
H 3.1608 5.0499 -2.2556
H -1.3565 5.0083 -2.7130
H -1.5503 4.9546 -0.9901
H -0.4531 7.4075 -0.9474
H -0.7720 7.3649 -2.7553
H -2.0851 7.2153 -1.6841
H 2.5215 1.5637 -2.3540
H 1.1642 1.0384 -3.4169
H 2.7121 3.0847 -4.7133
H 3.9203 1.9282 -4.0938
H 2.7037 1.4492 -5.1923
C -2.0956 -1.6269 6.7944
C -2.3068 -1.9276 5.3237
O -1.5440 -1.0266 4.5174
P -1.0975 -1.4366 3.0525
O -1.1442 -0.2871 2.1928
O -2.2231 -2.5081 2.5242
C -2.1536 -3.1150 1.2024
C -1.2342 -4.3875 1.2625
O 0.3317 -2.1776 3.2859
C 1.5589 -1.4420 3.4715
C 2.1186 -1.2414 4.8312
H -2.4407 -2.3384 7.5447
H -1.0649 -1.2747 6.8349
H -2.7063 -0.7745 7.0918
H -2.0350 -2.9610 5.1083
H -3.2697 -1.6729 4.8808
H -3.1785 -3.3534 0.9180
H -1.6751 -2.4489 0.4844
H -1.2241 -4.9446 0.3256
H -0.2048 -4.2123 1.5750
H -1.7500 -5.0286 1.9774
H 2.2919 -1.7655 2.7325
H 1.3290 -0.4268 3.1481
H 2.6184 -2.1311 5.2141
H 2.8353 -0.4231 4.7605
H 1.3364 -1.0312 5.5606
C -4.8069 4.3221 -1.4821
C -4.3821 3.5139 -0.3256
O -4.5830 2.1699 -0.5114
P -3.9472 1.1805 0.5661
O -2.4953 1.4327 0.6625
O -4.9240 1.3281 1.8438
C -4.7600 0.5791 3.0671
C -3.7753 1.2980 3.9241
O -4.3997 -0.2358 -0.1456
C -3.6376 -0.8201 -1.1938
C -3.9981 -0.3197 -2.6099
H -5.7987 4.1353 -1.8937
H -4.8732 5.3300 -1.0722
H -4.0354 4.1833 -2.2395
H -3.3004 3.5564 -0.1982
H -4.8916 3.9372 0.5401
H -5.7092 0.5238 3.6001
H -4.6177 -0.4471 2.7285
H -2.9175 1.1854 3.2611
H -4.0343 2.3538 4.0046
H -3.7381 0.6690 4.8135
H -2.6812 -0.3611 -0.9434
H -3.4825 -1.8980 -1.1474
H -3.1958 -0.4449 -3.3370
H -4.8590 -0.9577 -2.8101
H -4.3792 0.7012 -2.5845
C -0.9718 -7.5856 -5.2220
C 0.1469 -6.5432 -5.0222
O -0.2073 -5.5669 -5.8459
P -1.2085 -4.4814 -5.1824
O -2.1261 -3.7894 -6.1382
O -1.8936 -5.2243 -3.7980
C -3.2864 -5.3284 -3.4677
C -3.9066 -3.9906 -3.0525
O -0.1075 -3.4078 -4.5637
C -0.3776 -2.3382 -3.7552
C -0.6673 -1.1626 -4.7109
H -1.9518 -7.3326 -4.8173
H -0.9795 -7.7819 -6.2941
H -0.8474 -8.5691 -4.7689
H 0.2546 -6.3354 -3.9576
H 1.0980 -6.8620 -5.4486
H -3.8378 -5.4401 -4.4013
H -3.4728 -6.2332 -2.8892
H -4.5851 -3.8835 -2.2062
H -3.0179 -3.6508 -2.5206
H -4.0475 -3.3200 -3.9001
H -1.0621 -2.5315 -2.9293
H 0.5034 -2.0972 -3.1602
H 0.1230 -1.2449 -5.4571
H -1.6204 -1.2795 -5.2268
H -0.6558 -0.2119 -4.1778
C 3.7049 5.8242 2.3589
C 2.7973 5.0841 3.1953
O 2.0866 4.1059 2.3862
P 1.5428 2.6543 2.9339
O 0.3963 2.2224 2.0699
O 2.9263 1.7197 3.1057
C 3.7205 1.4040 2.0049
C 5.1754 1.3752 2.3655
O 1.1353 2.9612 4.4519
C 0.7815 1.8143 5.2505
C -0.3433 2.2843 6.1112
H 3.0980 6.0419 1.4800
H 4.1847 6.7345 2.7185
H 4.4220 5.0665 2.0432
H 3.3371 4.5131 3.9509
H 2.0880 5.7461 3.6919
H 3.3978 0.4039 1.7154
H 3.7324 2.0546 1.1304
H 5.4308 2.4142 2.5741
H 5.3624 1.0140 3.3768
H 5.8782 1.0908 1.5824
H 0.4104 1.0150 4.6091
H 1.6159 1.5547 5.9020
H -1.2265 2.4391 5.4916
H -0.5927 1.5921 6.9154
H -0.2779 3.1602 6.7568
C 2.0930 -4.4757 -1.4835
N 3.2173 -5.3844 -1.1016
O 3.1797 -5.9228 0.0184
O 4.1392 -5.5212 -1.8979
H 2.4367 -3.8446 -2.3030
H 1.8574 -3.9631 -0.5508
H 1.1790 -5.0037 -1.7557
C 4.4279 -2.0058 -1.7360
N 5.2355 -0.7877 -1.5771
O 5.8968 -0.3837 -2.5798
O 5.4745 -0.4303 -0.4196
H 5.2648 -2.6713 -1.9478
H 3.6464 -1.9801 -2.4954
H 3.8312 -2.1614 -0.8373


(6)
10
Properties=species:S:1:pos:R:3 method="wB97M-V/def2-TZVPD" homo_energy_ha=-0.372 mol_weight_g_mol=123.98 e_above_lowest_ev=0.451 energy_ev=-73702.4473 smiles="C=NC.Br"
C -0.0165 1.2662 -0.5054
N -0.3426 0.2899 0.2801
C 0.3896 -1.0118 0.1232
H 0.7273 1.3786 -1.4100
H -0.6180 2.1322 -0.4458
H 0.3060 -1.6639 1.0287
H -0.0814 -1.4351 -0.8075
H 1.4758 -0.8174 -0.1043
Br -4.1359 -0.1108 0.0519
H -2.8299 -0.1950 0.3183


(7)
25
Properties=species:S:1:pos:R:3 method="wB97M-V/def2-TZVPD" homo_energy_ha=-0.144 charge=-1 mol_weight_g_mol=165.21 e_above_lowest_ev=0.203 energy_ev=-14677.4032
C 0.5888 1.3310 1.4845
C 1.7242 2.1246 2.1370
C -0.5851 2.2301 1.0225
O -1.6764 1.6357 0.8239
O -0.3334 3.4392 0.8348
H 0.9134 0.6829 0.6647
H 0.2000 0.6687 2.2625
H 2.5121 1.4643 2.5205
H 1.3335 2.6671 3.0079
H 2.0891 2.9338 1.5166
C -2.4505 -1.8518 -0.7251
C 1.8126 -1.6100 -1.3035
C 1.2298 -2.7736 -0.7840
C 0.9972 -0.5730 -1.7160
C -0.1359 -2.8324 -0.5810
C -0.3686 -0.6389 -1.4424
C -0.9771 -1.7780 -0.9582
H 2.8887 -1.6003 -1.4092
H 1.8488 -3.6506 -0.6276
H 1.4383 0.3201 -2.1280
H -0.5692 -3.7691 -0.2647
H -0.9326 0.2446 -1.7094
H -2.9848 -2.1665 -1.6301
H -2.8716 -0.8681 -0.5074
H -2.7091 -2.5851 0.0322


(8)
23
Properties=species:S:1:pos:R:3 method="wB97M-V/def2-TZVPD" homo_energy_ha=-0.299 mol_weight_g_mol=147.17 e_above_lowest_ev=3.525 energy_ev=-14063.1043
C -1.3765 1.5481 -1.6825
C -1.0551 -1.2738 1.4420
C 0.9362 1.5275 0.4976
C 1.7255 -0.0588 -1.3978
C -1.6520 -0.4177 0.3415
C -0.7066 -0.0436 -0.8235
N 0.7384 0.1782 -0.3051
O -1.4743 1.1590 -2.8874
O -1.6129 2.4488 -0.9533
O -0.6909 -0.9056 -1.8718
H -0.6053 -2.2157 1.0183
H -1.9266 -1.4854 2.2471
H -0.3016 -0.7974 2.0981
H 0.1366 2.1693 0.2217
H 0.7267 1.3810 1.6208
H 1.9957 1.8261 0.3748
H 2.6960 0.3303 -1.0599
H 1.5176 -1.1254 -1.5696
H 1.2292 0.5839 -2.1916
H -1.9727 0.5442 0.7678
H -2.5384 -0.9461 -0.2555
H 0.9429 -0.5394 0.4084
H -1.0055 -0.3734 -2.7131